P.
The following is a quantum chemistry calculation of a 4-piece molecular cluster, C2H9O5 overall, from OMol25.

Positions of all 16 atoms, in Å:
O (0.29, -0.28, 0.56)
C (0.01, 0.52, 1.50)
O (-0.19, 0.37, 2.69)
C (-0.38, 1.89, 0.94)
H (-0.09, 2.57, 1.66)
H (0.31, 2.09, 0.01)
H (-1.42, 1.83, 0.54)
H (-1.14, -0.71, 0.03)
H (-1.92, -1.55, -0.82)
O (-1.87, -0.73, -0.52)
H (0.70, -1.84, -0.19)
H (1.54, -2.00, -1.52)
O (1.06, -2.61, -0.84)
H (1.02, 0.84, -2.16)
H (0.20, 1.08, -3.28)
O (1.08, 1.16, -3.00)

Properties
Net charge = -1
E_HOMO = -0.184 Eh
Lowest unoccupied orbital energy = 3.70 eV
HOMO-LUMO gap = 8.702 eV

Q.
The following is a quantum chemistry calculation of a 4-piece molecular cluster, C2H9O5 overall, from OMol25.

Positions of all 16 atoms, in Å:
O (-0.36, 0.47, 0.39)
C (-0.70, 0.06, 1.54)
O (-1.61, 0.52, 2.25)
C (0.19, -1.05, 2.20)
H (1.04, -1.34, 1.61)
H (0.45, -0.60, 3.15)
H (-0.55, -1.82, 2.47)
H (1.53, 2.32, -1.36)
H (0.12, 1.58, -1.09)
O (0.62, 2.16, -1.69)
H (-1.97, -0.40, -1.72)
H (-0.80, 0.09, -2.54)
O (-1.74, -0.05, -2.57)
H (1.97, -0.49, -1.15)
H (0.58, -0.39, -0.50)
O (1.21, -1.05, -1.00)

Properties
Net charge = -1
E_HOMO = -0.188 Eh
Lowest unoccupied orbital energy = 3.68 eV
HOMO-LUMO gap = 8.799 eV

Most stable of them? Q.

P.
The following is a quantum chemistry calculation of one molecule with the formula CH3FS2, from OMol25.

Positions of all 7 atoms, in Å:
C (0.82, 0.74, -0.07)
H (1.44, -1.48, -0.30)
H (1.16, 1.76, 0.07)
H (-2.35, -0.51, 0.77)
F (-2.48, -0.55, -0.15)
S (2.16, -0.35, -0.12)
S (-0.76, 0.39, -0.20)

Properties
Net charge = 0
E_HOMO = -0.308 Eh
Lowest unoccupied orbital energy = -0.16 eV
HOMO-LUMO gap = 8.223 eV

Q.
The following is a quantum chemistry calculation of a 2-piece molecular cluster, CH3FS2 overall, from OMol25.

Positions of all 7 atoms, in Å:
C (-1.83, -1.63, -2.27)
S (-0.31, -1.59, -1.68)
H (-2.01, -1.39, -3.29)
H (-2.78, -2.01, -1.72)
F (3.15, 1.34, 3.40)
S (2.33, 0.85, 2.01)
H (3.26, 0.38, 1.23)

Properties
Net charge = 0
E_HOMO = -0.335 Eh
Lowest unoccupied orbital energy = -0.68 eV
HOMO-LUMO gap = 8.440 eV

Most stable of them? Q.

P.
The following is a quantum chemistry calculation of a 2-piece molecular cluster, C3H9NOS overall, from OMol25.

Positions of all 15 atoms, in Å:
C (-2.35, 0.59, -1.59)
C (-1.01, -0.05, -1.30)
N (-1.03, -1.38, -1.05)
O (0.02, 0.60, -1.32)
H (-3.14, -0.14, -1.77)
H (-2.28, 1.24, -2.46)
H (-2.66, 1.19, -0.74)
H (-0.23, -1.81, -0.61)
H (-1.91, -1.86, -0.97)
C (2.79, 0.38, 2.33)
S (1.64, -0.72, 1.41)
H (3.75, -0.12, 2.42)
H (2.88, 1.30, 1.78)
H (2.37, 0.58, 3.31)
H (1.15, 0.19, 0.56)

Properties
Net charge = 0
E_HOMO = -0.323 Eh
Lowest unoccupied orbital energy = 0.81 eV
HOMO-LUMO gap = 9.600 eV

Q.
The following is a quantum chemistry calculation of a 2-piece molecular cluster, C3H9NOS overall, from OMol25.

Positions of all 15 atoms, in Å:
N (-1.08, 0.28, 3.37)
C (-0.96, -0.56, 2.31)
O (-1.81, -1.27, 1.80)
H (-0.34, 0.26, 4.04)
H (-1.96, 0.73, 3.55)
H (0.05, -0.75, 1.99)
C (1.02, -0.72, -0.40)
C (1.29, -0.29, -1.85)
S (0.56, 1.21, -2.55)
H (-0.06, -0.45, -0.27)
H (1.47, -0.33, 0.52)
H (1.02, -1.81, -0.26)
H (2.34, -0.31, -2.18)
H (0.81, -1.09, -2.44)
H (1.02, 1.98, -1.56)

Properties
Net charge = 0
E_HOMO = -0.332 Eh
Lowest unoccupied orbital energy = 0.80 eV
HOMO-LUMO gap = 9.842 eV

R.
The following is a quantum chemistry calculation of a 2-piece molecular cluster, C3H9NOS overall, from OMol25.

Positions of all 15 atoms, in Å:
C (2.02, 0.11, 1.36)
C (-2.51, 0.25, 0.96)
C (0.41, -0.52, -1.62)
N (1.28, -1.11, 1.03)
O (-0.13, -2.65, -0.15)
S (-0.02, -1.27, 0.09)
H (2.67, -0.13, 2.23)
H (1.38, 0.80, 1.88)
H (2.67, 0.34, 0.56)
H (-1.70, 0.56, 1.64)
H (-2.75, 0.82, 0.07)
H (-3.08, -0.66, 1.38)
H (1.35, -1.05, -1.70)
H (-0.49, -0.92, -2.17)
H (0.60, 0.48, -1.84)

Properties
Net charge = 0
E_HOMO (spin up / spin down) = -0.315 / -0.322 Eh
Lowest unoccupied orbital energy (spin up / spin down) = -1.26 / 0.08 eV
HOMO-LUMO gap (spin up / spin down) = 7.310 / 8.827 eV

Most stable of them? P.

P.
The following is a quantum chemistry calculation of one molecule with the formula C2H5Cl2P, from OMol25.

Positions of all 10 atoms, in Å:
C (0.28, 0.81, -1.13)
C (0.45, 0.32, 0.34)
P (-0.38, -1.31, 1.69)
Cl (-2.37, -0.88, 1.90)
Cl (-0.54, -3.03, 0.55)
H (-0.03, 0.09, -1.91)
H (1.31, 1.03, -1.54)
H (-0.39, 1.72, -1.35)
H (1.61, 0.07, 0.40)
H (0.06, 1.19, 1.04)

Properties
Net charge = 0
E_HOMO = -0.333 Eh
Lowest unoccupied orbital energy = 0.64 eV
HOMO-LUMO gap = 9.711 eV

Q.
The following is a quantum chemistry calculation of a 2-piece molecular cluster, C2H5Cl2P overall, from OMol25.

Positions of all 10 atoms, in Å:
P (-1.88, -0.98, -1.33)
C (-2.29, -0.42, 0.32)
Cl (-3.61, 0.52, 0.69)
H (-2.57, -1.95, -1.99)
H (-0.83, -1.89, -0.90)
C (1.14, 1.19, 1.09)
Cl (0.92, 1.74, -0.57)
H (0.26, 0.54, 1.44)
H (0.97, 2.13, 1.74)
H (2.13, 0.87, 1.25)

Properties
Net charge = 0
E_HOMO (spin up / spin down) = -0.313 / -0.313 Eh
Lowest unoccupied orbital energy (spin up / spin down) = -0.98 / -0.98 eV
HOMO-LUMO gap (spin up / spin down) = 7.520 / 7.520 eV

Most stable of them? P.